{
  "formula": "C12H26BaFO10",
  "method": "wB97M-V/def2-TZVPD",
  "symbols": ["Ba", "F", "C", "C", "C", "O", "C", "C", "C", "O", "O", "O", "H", "H", "C", "O", "H", "H", "H", "H", "C", "O", "H", "H", "H", "H", "C", "O", "H", "H", "H", "H", "C", "O", "H", "H", "H", "H", "C", "O", "H", "H", "H", "H", "C", "O", "H", "H", "H", "H"],
  "positions_angstrom": [[1.785, 15.792, -1.472], [2.145, 13.819, -3.505], [0.193, 14.233, 3.137], [0.125, 12.943, 3.775], [0.553, 11.692, 2.914], [0.530, 10.577, 3.435], [0.827, 11.885, 1.505], [0.834, 13.159, 0.962], [0.536, 14.379, 1.817], [0.622, 15.567, 1.319], [0.977, 13.279, -0.300], [-0.083, 12.794, 4.979], [-0.081, 15.057, 3.782], [0.915, 11.032, 0.849], [-0.015, 18.686, 0.311], [0.119, 18.000, -0.925], [0.567, 18.243, 1.116], [0.240, 19.745, 0.209], [-1.044, 18.600, 0.671], [-0.347, 18.515, -1.588], [4.143, 13.960, 1.077], [4.062, 14.741, -0.118], [4.454, 12.926, 0.938], [4.809, 14.518, 1.748], [3.180, 13.954, 1.588], [4.966, 14.730, -0.445], [5.388, 17.431, -2.312], [4.398, 16.469, -2.644], [6.289, 17.392, -2.924], [4.966, 18.438, -2.384], [5.643, 17.285, -1.263], [4.396, 16.328, -3.595], [1.605, 18.378, -4.298], [1.659, 16.987, -4.019], [1.424, 18.968, -3.400], [2.573, 18.730, -4.669], [0.853, 18.572, -5.066], [2.080, 16.555, -4.770], [-1.186, 15.419, -3.547], [-0.765, 15.282, -2.188], [-2.027, 14.769, -3.784], [-1.331, 16.467, -3.817], [-0.409, 15.052, -4.220], [-1.540, 15.157, -1.634], [3.251, 18.853, -0.072], [2.987, 17.487, 0.213], [2.638, 19.181, -0.911], [3.030, 19.508, 0.775], [4.286, 19.084, -0.335], [3.556, 17.291, 0.966]],
  "atomic_forces_ev_per_a": [[-0.4054, -2.9966, 0.2424], [0.0538, 1.4076, 0.2327], [-0.5178, -1.4422, 0.6810], [1.2367, 0.1748, 0.0567], [-0.5782, -0.5665, -0.8900], [0.0880, 0.2034, 0.2816], [-0.1703, 0.7351, 1.8642], [-0.4818, -1.1231, -1.5182], [0.0873, 1.7686, 0.3324], [0.4642, -0.5048, -1.1847], [0.3703, 1.6175, 0.2496], [-0.3299, -0.0981, -0.2997], [0.1235, 0.3320, -0.2316], [0.1796, -0.0753, 0.0350], [-0.7717, 0.2581, 0.7646], [0.4679, 0.1862, -0.0855], [0.3451, -0.3820, -0.5098], [0.0623, 0.0113, -0.0190], [-0.0615, 0.1419, -0.1233], [-0.1274, -0.1390, -0.0329], [-0.3509, 0.6964, 1.0287], [0.3398, -0.3747, 0.0144], [0.0780, 0.1047, -0.2703], [0.2287, -0.5067, 0.1658], [-0.1024, -0.0529, -0.3741], [-0.2176, 0.1462, -0.5286], [-0.4135, 0.3527, 0.2661], [0.4067, 0.0976, -0.0746], [-0.0144, -0.2615, -0.0427], [0.0996, 0.0997, -0.1407], [0.1309, -0.1334, -0.0464], [-0.1129, -0.2402, 0.0535], [0.5116, -0.0268, -0.5316], [-0.0038, 0.6219, 0.0852], [-0.3242, -0.3316, 0.1433], [-0.0107, 0.0382, -0.1114], [-0.1075, 0.2503, 0.1434], [-0.1892, -0.4943, 0.1946], [0.5598, -0.4964, -0.2899], [-0.4823, 0.1919, -0.7656], [-0.3851, 0.3421, 0.2167], [-0.4820, 0.0595, 0.0885], [0.4013, -0.0601, 0.4335], [0.1980, -0.0925, 0.1883], [-0.0866, 0.6997, 0.0071], [0.8981, 1.2824, 0.2361], [-0.1457, -0.2091, 0.0195], [-0.2767, -0.1286, 0.0876], [0.1443, -0.4217, -0.0500], [-0.3259, -0.6616, 0.0084]],
  "mol_weight_da": 486.66,
  "homo_energy_ev": -2.837,
  "e_tot_ev": -36752.5663,
  "lumo_ev": 1.25,
  "total_charge": -1,
  "homo_lumo_gap_ev": 4.09
}

---

{
  "formula": "C48H60IN3OsP2S",
  "method": "wB97M-V/def2-TZVPD",
  "symbols": ["Os", "C", "C", "C", "P", "C", "C", "C", "C", "C", "C", "C", "C", "C", "C", "N", "C", "C", "C", "C", "C", "C", "C", "P", "C", "C", "C", "C", "C", "C", "H", "H", "H", "H", "H", "H", "H", "H", "H", "H", "H", "H", "H", "H", "H", "H", "H", "H", "H", "H", "H", "H", "H", "H", "H", "H", "H", "H", "H", "H", "H", "H", "H", "H", "H", "H", "H", "H", "H", "H", "C", "C", "C", "C", "C", "C", "C", "C", "S", "C", "N", "C", "C", "C", "C", "C", "C", "C", "C", "H", "H", "H", "H", "H", "H", "H", "H", "H", "H", "H", "H", "H", "H", "H", "H", "I", "C", "C", "C", "C", "C", "N", "H", "H", "H", "H"],
  "positions_angstrom": [[-0.868, -0.298, 0.310], [-0.121, -2.570, 4.707], [-0.369, -2.314, 3.218], [0.699, -2.990, 2.361], [-0.548, -0.564, 2.674], [-1.716, 0.368, 3.785], [-1.083, 1.128, 4.950], [-2.861, -0.528, 4.298], [1.104, 0.191, 2.857], [1.802, 0.165, 4.045], [3.022, 0.830, 4.212], [3.772, 0.739, 5.498], [3.501, 1.599, 3.143], [2.833, 1.659, 1.947], [1.642, 0.909, 1.739], [0.949, 0.901, 0.585], [1.301, 1.683, -0.533], [2.591, 1.736, -1.051], [2.852, 2.479, -2.187], [1.842, 3.187, -2.829], [2.110, 3.975, -4.073], [0.553, 3.135, -2.295], [0.254, 2.378, -1.173], [-1.355, 2.271, -0.323], [-1.340, 3.728, 0.814], [-0.266, 3.598, 1.887], [-1.207, 5.052, 0.068], [-2.809, 2.466, -1.453], [-4.015, 2.883, -0.605], [-2.697, 3.301, -2.725], [-0.370, -3.608, 4.931], [-0.723, -1.944, 5.364], [0.929, -2.441, 4.961], [-1.337, -2.753, 2.955], [1.697, -2.669, 2.664], [0.575, -2.781, 1.294], [0.638, -4.070, 2.491], [-2.145, 1.109, 3.097], [-0.696, 0.448, 5.707], [-1.855, 1.733, 5.425], [-0.281, 1.794, 4.641], [-2.684, -0.807, 5.335], [-2.998, -1.449, 3.734], [-3.803, 0.018, 4.270], [1.390, -0.349, 4.900], [3.098, 0.641, 6.348], [4.407, 1.609, 5.650], [4.418, -0.142, 5.489], [4.407, 2.175, 3.272], [3.207, 2.305, 1.170], [3.377, 1.155, -0.594], [3.857, 2.502, -2.586], [3.177, 4.117, -4.229], [1.636, 4.954, -4.028], [1.710, 3.455, -4.944], [-0.220, 3.713, -2.777], [-2.319, 3.696, 1.304], [0.733, 3.700, 1.458], [-0.319, 2.646, 2.415], [-0.390, 4.395, 2.619], [-0.283, 5.090, -0.512], [-1.171, 5.866, 0.791], [-2.046, 5.243, -0.597], [-3.005, 1.439, -1.766], [-3.974, 3.934, -0.326], [-4.105, 2.284, 0.302], [-4.922, 2.731, -1.187], [-2.420, 4.337, -2.536], [-3.672, 3.311, -3.212], [-1.991, 2.868, -3.430], [4.714, -0.645, -4.253], [3.806, -1.589, -3.452], [3.919, -3.013, -4.019], [4.284, -1.623, -2.003], [2.353, -1.147, -3.584], [1.819, -1.023, -4.882], [0.480, -0.822, -5.120], [-0.363, -0.708, -4.020], [-2.100, -0.737, -3.982], [-2.049, -0.780, -2.278], [-0.841, -0.689, -1.749], [0.154, -0.726, -2.724], [1.512, -0.961, -2.500], [-3.187, -0.862, -1.378], [-4.480, -1.127, -1.808], [-5.502, -1.178, -0.872], [-5.220, -0.959, 0.469], [-3.921, -0.703, 0.889], [-2.861, -0.666, -0.015], [5.759, -0.842, -4.016], [4.505, 0.401, -4.024], [4.597, -0.782, -5.327], [4.953, -3.353, -3.973], [3.601, -3.055, -5.060], [3.304, -3.711, -3.450], [5.315, -1.974, -1.973], [3.693, -2.306, -1.392], [4.263, -0.635, -1.549], [2.474, -1.148, -5.732], [0.094, -0.801, -6.128], [1.864, -1.077, -1.486], [-4.694, -1.305, -2.854], [-6.513, -1.390, -1.188], [-6.022, -0.991, 1.194], [-3.742, -0.528, 1.941], [-0.181, -4.364, -3.150], [-0.994, -4.775, -1.265], [-1.113, -6.112, -0.898], [-1.695, -6.402, 0.321], [-2.152, -5.354, 1.110], [-1.975, -4.064, 0.644], [-1.382, -3.760, -0.514], [-0.768, -6.894, -1.556], [-1.807, -7.429, 0.640], [-2.647, -5.532, 2.053], [-2.354, -3.214, 1.205]],
  "atomic_forces_ev_per_a": [[-0.1083, 0.8451, 0.4433], [-0.0150, 0.0153, -0.0050], [-0.1507, -0.0340, 0.0632], [0.0664, -0.0077, -0.1073], [0.0787, -0.1309, -0.0958], [-0.0686, 0.0256, -0.0664], [0.0016, 0.0297, -0.0533], [0.0053, -0.0396, -0.0160], [0.0264, 0.0032, 0.0137], [-0.0705, -0.0022, -0.0617], [0.0257, 0.0234, -0.0562], [0.0388, 0.0199, 0.0509], [-0.0720, -0.0234, -0.0593], [0.0439, 0.0332, 0.0740], [0.0634, -0.1162, 0.1048], [-0.0311, -0.0481, -0.1212], [-0.0326, -0.0455, 0.0060], [-0.0474, 0.0344, -0.0851], [-0.0936, 0.0003, 0.0069], [0.0476, -0.0886, 0.0954], [0.0557, 0.0577, -0.0606], [-0.0475, 0.0032, 0.0036], [0.1077, 0.0332, 0.0136], [0.0369, -0.2511, -0.2385], [-0.1907, -0.0664, 0.1252], [0.0472, -0.0077, 0.0150], [0.0133, 0.0237, -0.0176], [0.0003, -0.1141, 0.0089], [0.0111, -0.0214, 0.0228], [0.0379, 0.0406, -0.0259], [-0.0001, -0.0147, -0.0040], [-0.0163, 0.0081, -0.0091], [0.0467, 0.0466, 0.0120], [0.0521, 0.0970, 0.0336], [0.0137, 0.0196, -0.0150], [-0.0131, -0.0351, 0.0194], [0.0245, -0.0361, 0.0084], [0.0799, -0.0713, 0.0150], [0.0409, -0.0439, 0.0297], [-0.0372, 0.0166, 0.0343], [0.0032, 0.0425, -0.0207], [0.0240, -0.0471, 0.0216], [-0.0251, 0.0087, -0.0487], [-0.0138, 0.0183, 0.0322], [-0.0375, -0.0668, 0.0419], [-0.0047, -0.0091, 0.0100], [0.0120, 0.0008, 0.0131], [0.0139, -0.0081, 0.0080], [0.0517, 0.0384, 0.0030], [-0.0082, 0.0192, 0.0078], [0.0559, -0.0535, 0.0180], [0.0535, -0.0059, -0.0326], [0.0203, 0.0097, -0.0150], [-0.0184, 0.0295, -0.0106], [-0.0157, -0.0123, -0.0451], [-0.0059, 0.0331, -0.0014], [0.0302, -0.0309, -0.0092], [0.0217, -0.0163, -0.0123], [-0.0210, -0.0075, 0.0326], [0.0073, 0.0341, 0.0091], [0.0106, -0.0041, -0.0030], [-0.0092, 0.0352, 0.0269], [-0.0189, 0.0000, -0.0287], [0.0713, 0.0870, 0.0092], [0.0074, 0.0569, 0.0112], [-0.0102, -0.0395, 0.0548], [-0.0433, 0.0009, -0.0278], [0.0098, 0.0229, 0.0017], [-0.0311, 0.0014, -0.0045], [0.0100, -0.0090, -0.0335], [0.0109, -0.0150, 0.0302], [0.0471, -0.0260, 0.0004], [0.0230, 0.0278, -0.0136], [-0.0146, -0.0437, -0.0184], [-0.1138, -0.0073, 0.0413], [0.0601, -0.0357, 0.0060], [-0.0587, 0.0092, 0.0294], [0.0984, -0.0102, 0.1228], [0.0577, -0.0277, 0.0849], [-0.0424, -0.0337, 0.0471], [-0.1418, -0.0840, -0.1104], [0.0592, -0.1203, -0.1263], [-0.0378, 0.0431, -0.2181], [0.0294, -0.0330, 0.0316], [-0.0133, 0.0024, 0.0840], [0.0467, 0.0074, -0.0280], [-0.0227, -0.0094, -0.0054], [0.0477, 0.0537, 0.0470], [0.0305, -0.1484, -0.0870], [0.0421, -0.0312, -0.0116], [0.0002, 0.0501, 0.0527], [-0.0289, 0.0169, -0.0549], [0.0531, -0.0103, 0.0061], [-0.0049, -0.0126, -0.0409], [-0.0321, -0.0135, 0.0305], [0.0312, -0.0097, 0.0023], [-0.0505, -0.0369, 0.0254], [-0.0138, 0.1554, 0.0774], [0.0140, 0.0010, -0.0277], [-0.0320, 0.0093, -0.0776], [0.0432, 0.0049, 0.0917], [0.0068, 0.0028, -0.0562], [-0.0566, -0.0052, -0.0102], [-0.0399, -0.0055, 0.0462], [0.0076, 0.0082, -0.0064], [0.0515, 0.1278, -0.0183], [0.0345, -0.0965, 0.1501], [-0.0022, 0.0307, -0.0204], [-0.0218, 0.0856, 0.0493], [0.0319, 0.0201, -0.0831], [-0.1393, 0.0662, 0.0224], [-0.0841, -0.0878, -0.1777], [0.0122, -0.0275, -0.0242], [-0.0100, -0.0404, 0.0135], [-0.0199, -0.0133, 0.0406], [0.0319, -0.0450, -0.0267]],
  "mol_weight_da": 1090.18,
  "homo_energy_ev": [-12.603, -13.066],
  "e_tot_ev": -95189.2897,
  "s_squared": 6.0594,
  "lumo_ev": [-4.99, -7.66],
  "spin_multiplicity": 5,
  "total_charge": 2,
  "homo_lumo_gap_ev": [7.61, 5.41]
}

---

{
  "formula": "C15H10ClN5",
  "method": "wB97M-V/def2-TZVPD",
  "symbols": ["Cl", "N", "N", "N", "C", "C", "C", "C", "C", "C", "C", "C", "C", "C", "C", "C", "C", "C", "C", "N", "N", "H", "H", "H", "H", "H", "H", "H", "H", "H", "H"],
  "positions_angstrom": [[-3.272, 3.366, 0.468], [-0.658, -2.965, -4.690], [-2.727, 1.745, -1.529], [-1.936, 0.746, -2.029], [0.593, -2.941, -4.660], [1.144, -1.964, -3.752], [0.092, -1.410, -3.095], [1.233, 0.884, 4.616], [1.880, -0.179, 3.945], [-2.426, 2.098, -0.288], [-0.887, 0.172, -1.405], [0.186, 1.625, 3.879], [1.660, -0.394, 2.663], [-0.975, 2.029, 1.800], [0.395, -0.154, 0.707], [-1.386, 1.536, 0.466], [-0.666, 0.430, -0.044], [-0.028, 1.264, 2.563], [0.671, 0.245, 1.955], [-0.941, -1.971, -3.842], [0.155, -0.457, -2.108], [1.061, -3.613, -5.403], [2.233, -1.802, -3.538], [1.565, 1.060, 5.577], [2.761, -0.673, 4.325], [-0.444, 2.470, 4.296], [2.260, -1.155, 2.108], [-1.486, 2.822, 2.241], [0.848, -1.054, 0.324], [-1.913, -1.716, -3.706], [1.007, -0.047, -1.845]],
  "atomic_forces_ev_per_a": [[-0.7217, 0.6421, -0.2638], [-2.6193, 1.3356, 0.5378], [0.8428, -1.1416, 2.2103], [1.7245, -0.8379, -1.0431], [5.0213, -0.8555, -1.2708], [3.0027, -1.2989, -0.0842], [0.1553, -1.1452, -3.1373], [-3.4040, 1.2327, -3.4223], [1.2575, 1.0968, 1.0941], [-0.1070, -0.1073, -1.6122], [-2.2318, 1.5625, -1.2178], [2.7599, -0.7868, 3.9723], [1.3507, -2.6622, -1.6454], [0.1852, -3.6047, -2.4198], [-2.2287, -0.3763, -3.0092], [1.8497, 0.4449, 3.8144], [1.5948, 0.5016, 1.0525], [-2.6446, 2.9017, -1.4783], [0.2672, -0.1400, 0.3765], [-3.8343, 2.2107, 3.2304], [-3.1382, -0.4074, 0.1820], [0.3941, 0.5406, 0.9238], [-1.3132, -0.2348, -0.2625], [0.0553, 0.8160, 1.9650], [-0.1825, -0.0920, 0.8033], [1.1728, -1.1854, -0.2366], [-0.5221, 0.6084, 0.5942], [-0.6846, 1.1742, 0.6413], [0.3358, 0.0617, -0.2476], [0.2235, -0.1684, 0.0540], [1.4392, -0.0850, -0.1009]],
  "mol_weight_da": 295.73,
  "homo_energy_ev": -8.077,
  "e_tot_ev": -35686.7334,
  "lumo_ev": -1.34,
  "homo_lumo_gap_ev": 6.73
}